# 1
DFT (wB97M-V/def2-TZVPD) results for a 10-piece molecular cluster, C38H64Cl18N3O3PS2 overall.

Last column: Löwdin charge in e.
Atoms and positions in Å:
Cl  -5.47  7.92  -1.46  0.507
C  0.88  2.72  0.19  -0.171
S  -2.23  -4.79  1.96  0.134
H  1.14  2.22  2.24  0.102
H  1.54  3.88  1.93  0.104
H  2.76  -0.82  7.56  0.030
Cl  2.08  -1.50  -6.03  0.548
H  -0.92  2.98  -2.94  0.054
Cl  1.92  -4.13  10.86  0.502
N  -0.36  0.00  -3.78  0.003
Cl  5.23  7.78  -1.09  0.519
H  -0.63  -6.03  0.12  -0.024
C  -4.17  -3.30  -3.57  -0.182
C  -7.71  -1.41  3.93  -1.038
H  3.72  3.21  1.98  0.104
C  -2.74  -2.85  -3.22  -0.184
C  0.73  -3.47  -0.20  -0.234
H  3.56  2.28  0.51  0.090
Cl  -1.70  5.01  -7.17  0.514
H  0.63  -0.14  -3.94  0.000
H  4.87  0.42  0.85  0.111
H  -7.59  -2.34  3.39  -0.026
H  0.58  1.69  0.01  0.104
H  2.57  0.74  2.87  0.082
H  4.26  1.31  3.01  0.098
H  4.44  -5.85  4.00  0.074
H  -2.51  0.72  -2.67  0.083
N  0.10  -4.18  -1.26  -0.134
C  -1.90  2.78  -2.50  -0.096
C  -0.90  -1.23  -3.37  -0.266
Cl  1.98  8.80  1.40  0.508
H  2.46  -4.77  5.45  0.050
C  -2.21  -1.65  -3.69  0.022
O  1.19  -5.07  3.82  -0.221
O  1.13  -4.82  -2.02  -0.004
C  6.21  7.37  -2.50  -1.018
H  1.73  -3.08  4.28  0.042
C  1.54  3.32  -1.06  -0.237
Cl  -9.27  -0.70  3.52  0.499
H  -4.24  -4.05  -0.81  0.055
O  1.37  4.73  -1.15  -0.182
C  -2.19  1.49  -4.73  -0.179
H  1.93  0.39  -7.42  0.031
C  1.49  -2.30  -0.42  -0.348
Cl  -6.26  -4.74  2.68  0.501
Cl  6.00  5.68  -2.97  0.504
H  3.26  -5.73  2.67  0.080
C  -1.96  -3.69  -2.41  0.032
C  3.58  -5.31  3.63  -0.054
H  2.44  -1.57  2.75  0.066
C  0.30  8.88  0.83  -1.034
C  1.99  -2.09  1.91  0.030
C  -0.66  -3.30  -2.11  -0.216
H  -1.14  -0.22  -5.72  0.115
H  -4.45  -2.83  -4.51  0.109
H  7.26  7.53  -2.25  0.024
H  -0.17  1.21  -5.43  0.048
C  3.02  -1.62  6.89  -0.968
C  2.13  -1.60  0.60  -0.186
N  -5.12  -3.01  -2.49  -0.106
H  2.93  4.91  0.25  0.079
Cl  -6.65  -7.30  1.31  0.493
Cl  3.40  -0.93  5.31  0.569
H  4.33  -0.84  1.92  0.102
H  -1.81  2.47  -1.45  0.066
Cl  -6.37  -0.34  3.50  0.499
H  -2.05  2.49  -5.15  0.079
H  -3.42  7.65  -2.58  -0.035
C  3.98  0.03  1.35  -0.196
C  2.49  -5.46  9.85  -1.027
Cl  -3.66  9.99  -2.47  0.498
Cl  1.68  -2.77  6.82  0.583
H  0.05  -3.40  3.94  0.126
C  -5.55  -6.31  2.27  -1.041
Cl  2.31  1.31  -5.29  0.566
C  -0.96  0.58  -4.99  -0.221
H  2.60  3.07  -1.18  0.113
C  2.36  -5.42  4.57  -0.248
H  0.01  7.91  0.47  0.018
H  2.13  6.40  -0.27  0.049
H  -2.34  -4.63  -2.02  0.115
H  -4.64  -6.13  1.69  -0.055
H  0.24  9.62  0.03  0.026
H  -4.82  -2.16  -2.03  0.100
H  0.89  -5.75  -2.05  0.096
H  0.15  -6.30  2.27  -0.014
C  2.95  -0.37  0.27  -0.156
H  1.72  -5.70  9.12  0.022
H  -4.13  -4.39  -3.66  0.111
H  -3.21  8.27  -0.92  0.018
H  3.90  -2.15  7.26  0.018
H  -3.68  1.86  -3.27  0.106
C  2.54  0.11  -6.57  -0.976
C  2.49  5.42  -0.61  -0.111
P  -0.45  -5.40  1.37  0.471
H  3.83  -4.26  3.42  0.069
H  3.29  5.53  -1.35  0.046
H  2.31  0.47  -0.02  0.095
Cl  -0.80  9.36  2.13  0.508
C  -2.61  1.63  -3.26  -0.242
C  1.07  -3.67  3.63  -0.212
H  1.03  2.90  -1.93  0.098
H  3.59  0.10  -6.85  0.026
H  -5.31  -6.83  3.18  0.026
C  -0.13  -2.09  -2.58  -0.343
H  -5.98  -3.81  -0.77  0.071
H  -0.40  6.11  -5.55  0.028
C  -1.14  5.32  -5.52  -1.017
H  -7.68  -1.60  5.00  0.026
C  3.43  1.11  2.32  -0.203
H  -5.35  -5.03  -1.85  0.081
C  1.22  -3.23  2.18  -0.170
C  -5.14  -4.03  -1.44  -0.141
C  -3.80  8.34  -1.83  -1.035
H  3.53  -0.63  -0.63  0.100
H  -2.55  3.66  -2.49  0.039
C  3.14  2.41  1.51  -0.198
H  -0.70  4.41  -5.13  0.005
C  0.61  -3.92  1.12  -0.264
H  2.70  -6.31  10.48  0.025
H  -0.06  3.27  0.32  0.112
Cl  3.96  -5.02  8.97  0.492
H  2.24  -6.44  4.94  0.118
S  1.56  -1.72  -2.11  1.049
H  5.92  8.01  -3.32  0.024
H  -3.03  1.06  -5.29  0.102
C  1.66  2.87  1.52  -0.185
H  -2.87  -1.03  -4.29  0.109
Cl  -2.46  5.81  -4.46  0.547

- lowest unoccupied orbital energy (eV) = 0.2
- SMILES string = CCCCNc1cc(CNC)cc2c1Sc1c(CCCCCCCOC)cc(COCC)c([PH2]=S)c1N2O.ClCCl.ClCCl.ClCCl.ClCCl.ClCCl.ClCCl.ClCCl.ClCCl.ClCCl
- HOMO (eV) = -7.86
- energy relative to the best compared isomer or geometry (same formula, charge and spin) (kJ/mol) = 0.0

***

# 2
DFT (wB97M-V/def2-TZVPD) results for C38H65BrGeHgNO4S2Si3 as an isolated structure.

Last column: Löwdin charge in e.
Atoms and positions in Å:
H  -1.51  3.14  -4.26  0.018
C  -3.40  -2.68  -2.05  -0.225
C  -0.58  -1.21  3.80  -0.128
C  0.30  1.10  4.92  -0.109
C  5.60  0.56  2.52  -0.393
C  -0.29  -3.78  -4.17  -0.088
C  -4.40  3.66  -2.72  -0.206
O  3.23  -0.14  1.62  -0.507
H  -0.93  -2.12  3.32  0.099
H  -2.05  -5.41  -1.43  -0.017
H  -5.32  3.19  -2.35  0.003
H  -0.65  -3.14  -4.97  0.098
N  -0.44  -0.16  3.01  0.060
C  0.63  -4.05  -1.97  -0.391
C  2.76  0.59  -2.50  -0.030
H  0.20  -2.15  -2.83  0.097
H  0.19  1.78  2.88  0.104
C  0.18  -3.23  -2.99  -0.081
H  5.17  -3.87  -0.63  0.099
H  -0.66  -5.60  -5.26  0.085
H  6.08  -1.82  0.43  0.082
C  5.32  -1.78  1.22  -0.300
C  1.55  0.76  -3.38  -0.498
H  -4.07  -1.86  1.38  -0.017
C  6.68  1.41  2.32  -0.092
H  -4.36  4.67  -2.28  0.006
C  -3.93  -2.92  1.13  -0.246
H  -3.35  -5.65  -0.24  -0.006
C  5.25  0.17  3.81  -0.079
H  1.88  0.31  -5.44  0.080
H  2.46  0.06  -1.59  0.044
H  -5.42  1.11  -1.19  0.004
H  -2.87  0.78  2.34  -0.005
H  4.38  -0.46  3.94  0.119
C  4.24  -2.84  0.99  -0.257
C  -3.67  1.53  2.37  -0.193
Ge  -2.56  -3.14  -0.32  0.652
C  -5.24  3.64  0.95  -0.197
C  3.04  -4.18  -0.86  -0.310
H  2.10  3.20  -0.23  0.068
H  -4.70  4.42  1.50  0.002
H  2.78  1.73  -4.89  0.066
H  0.67  2.03  5.32  0.097
C  -0.32  -1.20  5.17  -0.118
H  6.92  1.73  1.32  0.103
C  0.03  0.95  3.56  -0.133
H  -3.33  2.34  3.02  0.002
C  -3.12  0.97  -3.08  -0.187
C  6.00  0.60  4.89  -0.081
H  3.17  1.57  -2.25  0.080
H  4.40  -3.68  1.67  0.112
O  0.43  0.55  -3.01  0.025
H  1.34  4.80  -0.45  0.070
H  7.73  1.72  5.53  0.094
H  -0.71  4.91  2.38  0.017
H  2.98  -5.08  -0.24  0.061
C  1.83  1.20  -4.81  -0.028
H  8.31  2.46  3.25  0.096
C  0.57  -5.43  -2.11  -0.121
H  -0.50  3.14  -2.81  0.013
H  -0.63  -2.54  1.08  -0.123
S  4.62  -0.05  1.14  0.944
H  -4.55  1.07  2.84  0.018
Hg  -0.69  -0.11  -0.05  0.852
H  3.27  -2.40  1.24  0.081
C  -5.14  0.83  -0.17  -0.191
C  -1.47  3.45  -3.21  -0.190
H  -4.57  -0.10  -0.23  0.005
H  -1.53  3.37  2.70  -0.010
H  -1.66  -5.51  0.29  0.000
H  -0.46  -2.08  5.77  0.093
H  -5.58  4.08  0.01  0.002
H  3.11  -4.45  -1.92  0.064
C  0.10  -0.01  5.72  -0.696
C  7.45  1.82  3.41  -0.099
C  -1.49  5.56  -0.58  -0.176
H  -6.06  0.64  0.39  0.021
C  -0.79  -2.41  -0.01  -0.618
H  -0.82  5.62  -1.44  0.004
H  -1.52  4.54  -3.17  0.003
H  -4.49  3.77  -3.81  0.009
C  -1.55  4.27  2.08  -0.173
H  -3.46  1.12  -4.11  0.021
C  0.11  -5.98  -3.29  -0.117
C  -2.39  -5.14  -0.43  -0.247
H  -2.18  0.41  -3.10  0.005
H  -6.12  3.35  1.53  0.009
C  -0.31  -5.16  -4.34  -0.117
H  0.06  -7.06  -3.41  0.090
H  -3.86  0.36  -2.57  -0.012
H  1.01  1.83  -5.17  0.071
Br  0.43  0.11  7.60  0.677
H  -1.20  6.36  0.12  0.011
C  4.24  -3.32  -0.46  -0.291
C  -2.60  2.57  -0.40  -0.481
H  5.73  0.29  5.89  0.102
H  -2.48  4.80  2.30  0.017
O  0.08  3.20  -0.07  -0.339
Si  -4.04  2.17  0.62  0.324
O  1.77  -1.89  -1.03  -0.603
H  -3.96  -3.52  -2.45  0.004
H  1.48  4.09  1.18  0.070
H  -2.62  -2.41  -2.77  -0.005
Si  -2.87  2.63  -2.21  0.342
H  -2.50  5.78  -0.94  0.014
H  3.53  0.02  -3.03  0.082
C  7.12  1.40  4.69  -0.100
H  4.23  -2.43  -1.11  0.097
H  5.80  -1.87  2.19  0.072
H  0.88  -6.07  -1.29  0.107
H  -4.07  -1.82  -1.95  -0.018
Si  -1.45  3.82  0.23  0.256
H  -4.89  -3.34  0.83  -0.001
H  -3.59  -3.44  2.02  -0.005
C  1.30  3.86  0.12  -0.179
S  1.32  -3.22  -0.52  0.815

- 2S+1 = 2
- lowest unoccupied orbital energy (alpha / beta) (eV) = 3.4 / 3.4
- HOMO (alpha / beta) (eV) = 0.86 / -0.39
- net charge = -2